--- i ---
19
Properties=species:S:1:pos:R:3:nbo_charge:R:1 method="wB97M-V/def2-TZVPD" smiles=CO[C@]1(O)[C@H](C)[C@@H]1N homo_ev=-8.49 gap_ha=0.3411
C -0.44 -0.38 -1.27 -0.07
C 2.32 0.09 0.83 -0.25
C -2.04 -0.08 0.88 -0.64
C 0.16 0.64 -0.36 0.47
N -0.30 -1.77 -0.97 -0.84
C -1.31 0.58 -0.25 -0.28
O 0.92 -0.02 0.78 -0.57
O 0.69 1.81 -0.97 -0.69
H 0.67 2.53 -0.31 0.47
H -0.52 -0.13 -2.32 0.21
H -0.04 -1.88 0.02 0.38
H 0.40 -2.24 -1.54 0.37
H -1.88 1.38 -0.69 0.23
H 2.71 -0.79 0.30 0.17
H 2.81 1.00 0.46 0.18
H 2.59 0.00 1.89 0.19
H -1.41 -0.28 1.74 0.22
H -2.86 0.57 1.22 0.22
H -2.47 -1.04 0.57 0.22


--- ii ---
19
Properties=species:S:1:pos:R:3:nbo_charge:R:1 method="wB97M-V/def2-TZVPD" homo_ev=-8.58 gap_ha=0.2312
C 1.71 1.29 1.16 -0.44
N 0.26 1.21 0.93 -0.52
C -2.12 0.13 -1.36 -0.69
C -0.67 0.15 -1.10 0.01
C -0.25 -0.05 0.24 -0.20
C 0.79 -1.29 0.56 0.43
O 0.71 -1.44 1.79 -0.57
O 0.38 -2.47 -0.20 -0.73
H 1.96 2.28 1.54 0.21
H 2.04 0.55 1.88 0.24
H 2.23 1.21 0.20 0.17
H 0.00 1.93 0.26 0.35
H -2.64 0.92 -0.81 0.24
H -2.37 0.17 -2.42 0.23
H -2.52 -0.83 -0.99 0.26
H -0.03 -0.30 -1.86 0.20
H -0.19 -2.12 -0.89 0.44
H -1.08 -0.35 0.89 0.22
H 1.80 -1.01 0.18 0.13


--- iii ---
19
Properties=species:S:1:pos:R:3:nbo_charge:R:1 method="wB97M-V/def2-TZVPD" homo_ev=-8.44 gap_ha=0.3130
C -0.79 1.11 1.03 0.34
C -0.37 -0.40 -1.69 -0.09
C -1.60 -0.01 1.19 -0.75
C 1.57 -1.00 0.04 -0.71
C 0.92 0.13 -0.70 0.28
O -1.15 -1.31 -1.11 -0.75
O 0.24 1.43 1.82 -0.63
N 1.60 1.15 -1.01 -0.65
H 0.48 0.68 2.39 0.49
H -1.06 1.92 0.36 0.20
H 1.07 1.85 -1.52 0.33
H -0.88 0.53 -1.99 0.13
H 0.24 -0.82 -2.50 0.19
H -2.66 0.15 1.10 0.27
H -1.34 -0.67 2.01 0.22
H -1.49 -0.83 -0.01 0.44
H 2.41 -0.64 0.64 0.22
H 0.85 -1.56 0.64 0.22
H 1.97 -1.72 -0.69 0.24


Least stable = ii


--- i ---
19
Properties=species:S:1:pos:R:3:nbo_charge:R:1 method="wB97M-V/def2-TZVPD" smiles="C[C@@H](N)C=O.CC=O" homo_ev=-8.75 gap_ha=0.3414
C -0.94 -0.71 0.18 -0.12
C -2.37 -1.25 0.26 -0.61
N -0.06 -1.63 -0.44 -0.85
C -1.02 0.74 -0.60 0.40
O -0.77 0.84 -1.76 -0.53
H -0.59 -0.48 1.19 0.19
H -0.29 -1.77 -1.41 0.36
H 0.92 -1.37 -0.34 0.39
H -1.71 1.46 -0.11 0.10
H -2.36 -2.19 0.81 0.23
H -2.75 -1.44 -0.75 0.21
H -3.02 -0.55 0.77 0.21
C 1.80 1.56 0.70 -0.73
C 2.68 0.72 -0.14 0.45
O 2.71 -0.49 -0.12 -0.54
H 3.23 1.27 -0.92 0.11
H 0.80 1.76 0.11 0.25
H 1.46 1.04 1.59 0.23
H 2.31 2.48 0.98 0.24


--- ii ---
19
Properties=species:S:1:pos:R:3:nbo_charge:R:1 method="wB97M-V/def2-TZVPD" homo_ev="-8.73 / -8.73" gap_ha="0.2895 / 0.2894"
C 0.88 -0.02 -2.27 -0.48
C -1.98 0.15 0.03 -0.63
C -0.58 0.43 -0.47 -0.13
N -0.03 -0.52 -1.27 -0.14
H -0.40 1.48 -0.74 0.19
H 0.29 0.52 -3.02 0.23
H 1.40 -0.86 -2.74 0.21
H 1.62 0.68 -1.86 0.22
H -2.21 0.79 0.89 0.21
H -2.71 0.37 -0.75 0.22
H -2.08 -0.90 0.31 0.23
C 0.16 -0.19 2.28 -0.70
C 0.76 0.18 0.95 0.76
O 1.18 -1.27 0.27 -0.78
O 1.62 1.03 0.81 -0.58
H 1.98 -1.05 -0.24 0.46
H 1.00 -0.43 2.94 0.26
H -0.38 0.66 2.69 0.23
H -0.50 -1.05 2.20 0.24


Least stable = ii


--- i ---
11
Properties=species:S:1:pos:R:3:nbo_charge:R:1 method="wB97M-V/def2-TZVPD" smiles="CC=O.O=NO" homo_ev=-10.18 gap_ha=0.3910
C -1.77 0.48 0.24 -0.74
C -0.71 -0.30 -0.51 0.48
N 1.98 0.36 -0.05 0.33
O 2.36 -0.98 0.13 -0.57
O 2.87 1.13 0.05 -0.28
O -0.18 -1.27 -0.03 -0.59
H -1.19 1.02 1.08 0.25
H -2.43 -0.28 0.77 0.26
H -2.01 1.27 -0.34 0.22
H -0.48 0.09 -1.50 0.12
H 1.55 -1.52 0.16 0.51


--- ii ---
11
Properties=species:S:1:pos:R:3:nbo_charge:R:1 method="wB97M-V/def2-TZVPD" smiles="C=NC(O)(O)O" homo_ev=-10.11 gap_ha=0.3984
C -1.40 1.30 -0.18 -0.04
C 0.33 -0.37 0.07 0.82
N -0.60 0.77 0.63 -0.44
O -0.46 -1.53 -0.16 -0.71
O 0.98 0.01 -1.13 -0.73
O 1.31 -0.63 1.00 -0.74
H -2.00 2.02 0.37 0.18
H -1.46 1.19 -1.28 0.18
H 0.21 -2.23 -0.18 0.48
H 1.91 -0.16 -0.99 0.49
H 1.17 -0.37 1.84 0.50


--- iii ---
11
Properties=species:S:1:pos:R:3:nbo_charge:R:1 method="wB97M-V/def2-TZVPD" homo_ev=-7.67 gap_ha=0.3017
C 1.13 1.31 0.81 -0.14
C -0.70 -0.82 -0.43 0.99
N 0.96 0.10 0.95 -0.60
O -0.15 -2.00 -0.75 -0.63
O -1.79 -0.89 0.31 -0.67
O -0.61 0.20 -1.30 -0.69
H 1.80 1.85 1.39 0.17
H 0.58 1.93 -0.04 0.04
H 0.71 -1.64 -1.18 0.52
H -1.45 -1.08 1.18 0.52
H -0.49 1.04 -0.93 0.50


--- iv ---
11
Properties=species:S:1:pos:R:3:nbo_charge:R:1 method="wB97M-V/def2-TZVPD" homo_ev=-9.61 gap_ha=0.3701
C -1.35 -1.10 0.42 0.65
O -2.61 -1.50 0.63 -0.66
O -0.61 -1.71 -0.31 -0.58
H -3.05 -0.89 1.25 0.49
H -1.04 -0.19 0.96 0.13
C 1.49 1.80 -0.83 -0.26
O 1.77 -0.21 0.02 -0.74
N 0.87 1.29 0.12 -0.14
H 1.13 -0.90 -0.26 0.50
H 1.27 2.83 -1.12 0.22
H 2.14 0.58 -0.89 0.40


Least stable = iv


--- i ---
72
Properties=species:S:1:pos:R:3:lowdin_spin:R:1 method="wB97M-V/def2-TZVPD" multiplicity=2 charge=+1 homo_ev="-10.88 / -10.85" gap_ha="0.2607 / 0.1841"
Ir 0.13 -0.44 -0.28 0.05
C -3.69 -1.63 -1.56 0.06
Se -2.80 -1.57 0.14 0.64
C -2.17 -3.39 0.24 0.05
C -1.36 -3.85 -0.97 0.01
Se -0.25 -2.46 -1.82 0.01
C 1.42 -3.44 -1.92 0.00
H -4.32 -2.52 -1.61 0.01
H -2.96 -1.62 -2.37 0.01
H -4.30 -0.73 -1.63 0.00
H -3.07 -4.00 0.38 0.02
H -1.59 -3.41 1.15 0.00
H -2.01 -4.19 -1.77 0.00
H -0.70 -4.67 -0.69 0.00
H 1.73 -3.79 -0.94 0.00
H 2.15 -2.74 -2.33 0.00
H 1.27 -4.27 -2.60 0.00
C -3.81 2.69 -4.89 0.00
O -3.44 3.67 -3.92 0.00
C -2.80 3.27 -2.82 0.00
C -2.43 4.30 -1.93 0.01
C -1.75 3.98 -0.80 0.00
C -1.42 2.63 -0.48 0.01
C -0.86 2.28 0.77 0.00
C -0.54 3.28 1.83 0.00
O -0.70 1.06 1.06 0.00
C -1.76 1.62 -1.41 0.00
O -1.43 0.33 -1.29 0.07
C -2.48 1.95 -2.56 0.01
H -4.32 3.23 -5.68 0.00
H -4.49 1.95 -4.45 0.00
H -2.93 2.19 -5.29 0.00
H -2.68 5.32 -2.18 0.00
H -1.47 4.76 -0.11 0.00
H -1.41 3.88 2.09 0.00
H 0.24 3.96 1.45 0.00
H -0.17 2.77 2.71 0.00
H -2.69 1.15 -3.26 0.00
O -0.51 -1.56 5.44 0.00
C 0.37 -0.75 4.84 0.00
C 1.36 -0.19 5.65 0.00
C 2.28 0.68 5.12 0.00
C 2.24 1.02 3.77 0.00
C 1.29 0.45 2.96 0.00
C 0.35 -0.47 3.45 0.00
C -0.64 -1.17 2.61 0.00
O -1.60 -1.75 3.11 0.00
O -0.49 -1.39 1.31 0.04
H -1.18 -1.82 4.77 0.00
H 1.36 -0.45 6.70 0.00
H 3.04 1.11 5.76 0.00
H 2.94 1.74 3.36 0.00
H 1.24 0.74 1.92 0.00
F 3.89 0.97 -2.42 0.00
C 2.97 1.38 -3.31 0.00
F 3.16 2.66 -3.56 0.00
F 3.14 0.68 -4.43 0.00
S 1.27 1.09 -2.67 0.00
O 0.41 1.73 -3.61 0.00
O 1.20 -0.38 -2.59 0.00
O 1.28 1.60 -1.29 0.00
Br 5.77 -2.07 2.78 0.00
C 4.24 -1.77 1.75 0.00
C 4.18 -0.70 0.88 0.00
C 3.00 -0.48 0.19 0.00
N 1.93 -1.28 0.31 0.00
C 2.02 -2.35 1.13 0.00
C 3.15 -2.63 1.86 0.00
H 5.01 -0.03 0.75 0.00
H 2.90 0.36 -0.47 0.00
H 1.15 -2.98 1.19 0.00
H 3.18 -3.49 2.51 0.00


--- ii ---
72
Properties=species:S:1:pos:R:3:lowdin_spin:R:1 method="wB97M-V/def2-TZVPD" multiplicity=2 charge=+1 homo_ev="-10.33 / -10.33" gap_ha="0.1962 / 0.1465"
Ir -0.28 0.99 -0.01 0.03
C 4.60 1.06 -1.34 0.06
Se 2.99 1.93 -0.62 0.71
C 2.53 2.95 -2.24 0.05
C 2.00 2.07 -3.35 0.01
Se 0.86 0.56 -2.71 0.01
C -0.32 0.70 -4.25 0.01
H 5.33 1.82 -1.63 0.01
H 4.37 0.43 -2.20 0.01
H 5.03 0.46 -0.54 0.00
H 3.42 3.50 -2.54 0.01
H 1.78 3.65 -1.90 0.00
H 2.82 1.63 -3.93 0.00
H 1.40 2.67 -4.03 0.00
H -0.85 1.66 -4.23 0.00
H -1.03 -0.12 -4.20 0.00
H 0.29 0.63 -5.15 0.00
C 4.45 -3.42 2.82 0.00
O 3.60 -2.99 3.87 0.00
C 2.67 -2.06 3.61 0.00
C 1.74 -1.83 4.65 0.00
C 0.70 -0.95 4.47 0.00
C 0.51 -0.28 3.26 0.00
C -0.72 0.47 3.02 0.00
C -1.26 1.33 4.12 0.00
O -1.31 0.43 1.94 0.01
C 1.50 -0.43 2.21 0.00
O 1.48 0.22 1.12 0.01
C 2.56 -1.35 2.44 0.00
H 5.00 -4.27 3.21 0.00
H 5.14 -2.62 2.53 0.00
H 3.86 -3.73 1.95 0.00
H 1.86 -2.38 5.57 0.00
H -0.03 -0.84 5.26 0.00
H -0.82 1.14 5.10 0.00
H -2.34 1.25 4.17 0.00
H -1.02 2.35 3.82 0.00
H 3.28 -1.45 1.64 0.00
O -0.59 -3.72 0.97 0.00
C -1.15 -4.13 -0.17 0.00
C -1.63 -5.45 -0.26 0.00
C -2.20 -5.90 -1.43 0.00
C -2.31 -5.07 -2.54 0.00
C -1.85 -3.77 -2.46 0.00
C -1.28 -3.29 -1.29 0.00
C -0.84 -1.87 -1.25 0.00
O -0.84 -1.21 -2.29 0.01
O -0.51 -1.39 -0.11 0.02
H -0.38 -2.76 0.87 0.00
H -1.54 -6.08 0.61 0.00
H -2.57 -6.92 -1.47 0.00
H -2.77 -5.44 -3.44 0.00
H -1.93 -3.10 -3.30 0.00
F -1.75 5.25 0.58 0.00
C -0.43 5.38 0.51 0.00
F -0.13 6.08 -0.58 0.00
F -0.03 6.07 1.57 0.00
S 0.37 3.69 0.44 0.00
O 1.78 3.96 0.51 0.03
O -0.22 2.94 1.52 0.02
O -0.07 3.18 -0.87 -0.02
Br -6.67 2.76 -1.42 0.00
C -4.93 2.07 -1.21 0.00
C -4.67 1.04 -0.32 0.00
C -3.38 0.58 -0.19 0.00
N -2.37 1.08 -0.90 0.00
C -2.62 2.04 -1.78 0.00
C -3.88 2.58 -1.97 0.00
H -5.47 0.60 0.27 0.00
H -3.13 -0.21 0.51 0.00
H -1.77 2.42 -2.34 0.00
H -4.04 3.37 -2.68 0.00


Least stable = ii